{
  "formula": "C3H5NOS",
  "method": "ωB97M-V with the def2-TZVPD basis set",
  "symbols": ["C", "C", "C", "N", "O", "S", "H", "H", "H", "H", "H"],
  "xyz": [[-1.180, 1.483, 1.673], [-0.379, 0.930, 0.973], [0.273, 0.224, -1.572], [-0.314, -2.253, 0.345], [2.093, 0.082, 0.616], [0.712, -0.202, 0.157], [-2.015, 1.852, 2.229], [0.330, 1.226, -1.748], [0.941, -0.260, -2.295], [-0.602, -0.427, -1.424], [0.141, -2.655, 1.047]],
  "homo_ev": [-8.02, -9.39],
  "molar_mass_g_mol": 103.15,
  "multiplicity": 3,
  "relative_energy_kcal_mol": 94.0,
  "largest_force_ev_per_a": 6.12,
  "energy_ha": -645.19325
}